(1)
Entry from the OMol25 dataset: 3 unconnected molecules or ions with the total composition C28H63BrN7O8P2 in a non-equilibrium geometry (ωB97M-V/def2-TZVPD).

XYZ file:
```
109
Properties=species:S:1:pos:R:3
C 3.076 3.080 -0.468
C 1.710 3.542 -0.986
O 0.646 2.699 -0.599
C 0.432 2.722 0.794
C -0.849 2.005 1.167
O -0.939 0.710 0.630
C -0.095 -0.232 1.274
C -0.935 -1.494 1.387
O -0.213 -2.596 1.891
C -0.870 -3.354 2.868
C -0.413 -4.786 2.708
C -0.473 -5.346 1.345
N 0.501 -6.153 1.158
C 1.428 -6.230 2.298
C 2.066 -7.589 2.565
C 3.008 -7.944 1.426
O 2.874 -8.899 0.742
Br 4.513 -6.750 1.075
C 0.840 -5.365 3.440
C 1.812 -4.387 4.082
C 3.090 -5.100 4.526
O 3.769 -4.319 5.504
C 4.853 -3.652 4.989
O 4.919 -2.469 5.054
H 3.124 1.991 -0.452
H 3.324 3.510 0.500
H 3.855 3.410 -1.155
H 1.760 3.563 -2.072
H 1.525 4.562 -0.629
H 0.439 3.763 1.139
H 1.259 2.204 1.304
H -0.927 2.040 2.261
H -1.679 2.604 0.790
H 0.129 0.124 2.283
H 0.797 -0.380 0.662
H -1.334 -1.713 0.393
H -1.799 -1.215 1.997
H -0.729 -2.960 3.879
H -1.948 -3.337 2.671
H -1.244 -5.337 3.185
H -1.239 -5.157 0.600
H 0.700 -6.710 0.333
H 2.263 -5.605 1.948
H 1.299 -8.363 2.528
H 2.588 -7.630 3.515
H 0.451 -5.968 4.263
H 2.086 -3.557 3.427
H 1.394 -3.964 4.995
H 2.830 -6.040 5.021
H 3.736 -5.338 3.676
H 5.645 -4.272 4.550
O -0.809 6.579 1.554
P -1.546 7.732 0.891
N -1.146 7.165 -0.704
C -0.739 7.938 -1.855
C -2.032 6.082 -1.121
N -0.422 8.928 1.574
C 0.677 9.493 0.797
C 0.161 8.532 2.859
N -2.527 9.052 0.203
C -2.024 10.328 -0.267
C -3.604 9.362 1.173
H -1.570 8.477 -2.336
H -0.318 7.265 -2.607
H 0.057 8.640 -1.620
H -3.050 6.453 -1.321
H -2.099 5.316 -0.346
H -1.670 5.589 -2.024
H 1.385 8.719 0.467
H 1.221 10.210 1.416
H 0.358 10.058 -0.071
H 0.976 7.808 2.738
H -0.581 8.095 3.522
H 0.569 9.413 3.360
H -1.612 10.952 0.535
H -2.870 10.861 -0.708
H -1.296 10.241 -1.064
H -3.196 9.780 2.104
H -4.167 8.457 1.423
H -4.312 10.081 0.761
O -0.933 -3.729 -1.543
P -1.165 -3.938 -3.008
N -1.910 -5.488 -2.995
C -1.836 -6.506 -4.025
C -3.254 -5.446 -2.421
N 0.517 -3.995 -3.520
C 1.134 -5.217 -4.018
C 1.451 -3.429 -2.543
N -1.759 -3.393 -4.538
C -1.146 -3.718 -5.812
C -1.902 -1.915 -4.477
H -2.461 -6.282 -4.900
H -2.188 -7.457 -3.618
H -0.818 -6.691 -4.351
H -3.963 -4.923 -3.079
H -3.245 -4.926 -1.461
H -3.633 -6.453 -2.246
H 1.131 -6.020 -3.265
H 2.170 -5.012 -4.290
H 0.674 -5.596 -4.928
H 1.659 -4.125 -1.717
H 1.077 -2.503 -2.115
H 2.398 -3.202 -3.035
H -0.152 -3.274 -5.936
H -1.794 -3.319 -6.594
H -1.089 -4.786 -6.004
H -0.927 -1.422 -4.367
H -2.528 -1.625 -3.628
H -2.378 -1.530 -5.378
```

## Properties
orbital gap: 5.67 eV
net charge: +1
total energy: -145475.9367 eV

***

(2)
Entry from the OMol25 dataset: 4 unconnected molecules or ions with the total composition C28H63Cl2I2O13P2 in a non-equilibrium geometry (ωB97M-V/def2-TZVPD).

XYZ file:
```
110
Properties=species:S:1:pos:R:3
C 2.837 -0.555 3.331
O 1.452 -0.397 3.438
C 1.026 0.953 3.571
P -0.500 1.227 2.417
C -1.994 1.285 1.180
C -2.591 -0.046 0.747
C -4.100 -0.150 0.828
I -4.973 -1.573 2.177
P -1.851 0.067 3.893
O -0.779 -0.661 4.917
I -2.814 1.678 5.515
O -0.918 2.734 3.149
C -0.840 3.764 2.235
C 0.438 3.509 1.453
Cl 0.284 4.308 -0.166
C 1.613 4.117 2.177
C 2.883 4.300 1.441
C 3.830 5.141 2.207
Cl 3.670 2.741 1.103
O 0.520 2.204 1.296
H 3.026 -1.586 3.123
H 3.355 -0.316 4.246
H 3.220 0.024 2.507
H 0.799 1.169 4.600
H 1.826 1.590 3.272
H -0.139 -0.033 1.802
H -1.571 1.727 0.309
H -2.784 1.936 1.494
H -2.130 -0.885 1.233
H -2.403 -0.166 -0.286
H -4.494 -0.481 -0.096
H -4.549 0.784 1.039
H -0.299 -1.364 4.426
H -1.694 3.845 1.580
H -0.806 4.680 2.787
H 1.784 3.573 3.074
H 1.319 5.100 2.468
H 2.695 4.765 0.507
H 3.470 6.146 2.236
H 3.937 4.778 3.207
H 4.795 5.141 1.758
C -4.633 -3.892 -5.557
O -3.418 -3.401 -5.049
C -2.330 -3.730 -5.889
C -1.115 -2.870 -5.626
O -1.130 -1.581 -6.223
C -1.886 -0.536 -5.617
C -1.243 0.035 -4.376
O -1.504 -0.784 -3.259
C -0.573 -0.615 -2.205
H -4.617 -4.987 -5.644
H -5.418 -3.609 -4.861
H -4.856 -3.459 -6.541
H -2.622 -3.623 -6.942
H -2.057 -4.780 -5.704
H -0.273 -3.375 -6.104
H -0.909 -2.809 -4.556
H -2.916 -0.839 -5.416
H -1.907 0.255 -6.369
H -1.656 1.037 -4.182
H -0.162 0.126 -4.547
H 0.433 -0.910 -2.526
H -0.886 -1.273 -1.400
H -0.560 0.417 -1.837
C 7.138 -6.497 6.237
O 6.919 -5.987 4.945
C 5.572 -5.591 4.746
C 5.447 -4.637 3.585
O 5.800 -3.299 3.889
C 7.175 -2.988 4.021
C 7.926 -2.925 2.714
O 8.270 -4.222 2.257
C 8.547 -4.243 0.878
H 6.525 -7.388 6.426
H 8.188 -6.771 6.307
H 6.917 -5.743 7.003
H 5.183 -5.105 5.649
H 4.967 -6.486 4.538
H 4.389 -4.589 3.319
H 5.995 -5.009 2.717
H 7.673 -3.661 4.723
H 7.189 -1.985 4.451
H 8.849 -2.346 2.860
H 7.303 -2.414 1.971
H 7.673 -3.932 0.294
H 8.802 -5.266 0.611
H 9.393 -3.590 0.628
C -2.971 4.417 -1.334
O -4.175 3.747 -1.626
C -5.327 4.416 -1.165
C -6.525 3.907 -1.921
O -6.679 4.474 -3.215
C -5.762 4.085 -4.223
C -5.944 2.687 -4.750
O -5.354 1.752 -3.871
C -5.837 0.450 -4.058
H -2.831 4.541 -0.256
H -2.161 3.805 -1.719
H -2.939 5.401 -1.820
H -5.238 5.501 -1.307
H -5.460 4.209 -0.092
H -7.425 4.206 -1.379
H -6.501 2.816 -1.962
H -4.730 4.227 -3.895
H -5.953 4.777 -5.047
H -5.450 2.610 -5.731
H -7.014 2.479 -4.876
H -6.918 0.397 -3.870
H -5.322 -0.195 -3.348
H -5.632 0.095 -5.075
```

## Properties
orbital gap: 6.11 eV
net charge: -1
total energy: -116495.3680 eV